Here is an isolated ion of composition C6H11N2O2 and charge +1 from OMol25. Energies are from ωB97M-V/def2-TZVPD.

Each line ends with the Mulliken charge.
Cartesian coordinates (Å):
C 1.422 -0.141 -0.282  -0.662
C 1.556 1.081 -0.191  0.173
C 0.035 -0.875 -0.038  1.329
C 1.422 2.451 -0.238  -0.725
C -0.183 -2.024 -0.981  -1.586
C -0.007 -1.293 1.485  -1.641
N -1.122 1.100 0.600  -0.584
N -1.116 0.084 -0.178  1.146
O -2.009 -0.170 -0.935  -0.785
O -2.271 1.812 0.473  -0.398
H 2.141 -0.892 -0.580  0.539
H 1.514 2.686 -1.266  0.303
H 2.044 3.183 0.452  0.374
H 0.315 2.450 0.194  0.354
H -0.466 -1.719 -1.986  0.393
H -0.958 -2.590 -0.619  0.445
H 0.746 -2.563 -0.932  0.491
H -0.015 -0.380 1.973  0.564
H 0.698 -1.962 1.825  0.404
H -0.897 -1.736 1.484  0.483
H -2.850 1.499 -0.260  0.383

Net charge = +1
Max |F| = 0.0855 hartree/bohr
Energy above the lowest of the compared OMol25 structures with the same formula, charge and spin = 9.122 eV
E_HOMO = -13.6 eV
Calculated total energy = -494.68305 Ha
Kohn-Sham gap = 0.2645 hartree